[1]
{
  "formula": "C6H7NOS",
  "method": "ωB97M-V/def2-TZVPD",
  "e_above_lowest_kj_mol": 526.9,
  "total_charge": 0,
  "homo_lumo_gap_ha": 0.301,
  "smiles": "C#[N+][S-].C=C=C=O.C=C",
  "elements": ["C", "C", "C", "C", "C", "C", "N", "O", "S", "H", "H", "H", "H", "H", "H", "H"],
  "positions_angstrom": [[-4.145, 1.882, 0.612], [0.168, 1.337, 0.550], [1.215, 1.430, -0.207], [1.715, 2.066, -1.267], [2.101, -3.140, 0.382], [0.839, -3.171, 0.635], [-3.667, 2.295, -0.400], [-0.476, 1.217, 1.551], [-3.027, 2.901, -1.693], [-4.502, 1.029, 1.108], [1.096, 2.683, -1.923], [2.889, 2.055, -1.358], [2.519, -3.814, -0.286], [2.641, -2.309, 0.698], [0.499, -2.447, 1.381], [0.135, -4.013, 0.216]],
  "atomic_forces_ev_per_a": [[1.647, 1.507, -3.496], [-1.288, -0.251, 3.559], [0.413, 0.520, -1.493], [2.055, -0.244, 1.031], [0.315, 0.166, -0.745], [-3.317, -1.618, 0.558], [-1.597, -1.442, 3.488], [0.940, 0.120, -2.736], [0.384, 0.454, -0.690], [-0.360, -0.527, 0.714], [0.333, -0.251, -0.055], [-2.521, 0.089, -0.321], [1.047, -1.149, -1.091], [1.276, 1.004, 0.728], [-0.663, -0.263, -0.483], [1.335, 1.885, 1.031]],
  "mulliken_charge": [-0.05, 0.77, -0.35, -0.46, -0.54, -0.39, -0.09, -0.43, -0.16, 0.31, 0.27, 0.20, 0.27, 0.24, 0.22, 0.19]
}


[2]
{
  "formula": "C4H9N2OS",
  "method": "ωB97M-V/def2-TZVPD",
  "e_above_lowest_kj_mol": 698.0,
  "total_charge": 1,
  "homo_lumo_gap_ha": [0.148, 0.150],
  "elements": ["C", "C", "C", "C", "N", "N", "O", "S", "H", "H", "H", "H", "H", "H", "H", "H", "H"],
  "positions_angstrom": [[-0.395, 0.656, -0.149], [1.037, -1.059, 0.335], [0.596, -1.155, -1.155], [0.057, 0.388, 2.220], [0.143, 0.000, 0.851], [-0.163, 0.071, -1.290], [-4.171, -0.873, 0.619], [-3.761, -0.993, -0.890], [0.637, -1.935, 0.714], [2.103, -1.092, 0.441], [1.558, -1.213, -1.783], [0.099, -2.187, -1.382], [0.726, -0.194, 2.955], [0.310, 1.430, 2.390], [-1.014, 0.283, 2.592], [-0.613, 0.301, -2.118], [-4.670, -0.017, 0.809]],
  "atomic_forces_ev_per_a": [[-1.653, 0.356, 0.843], [-1.593, -0.678, -1.464], [2.669, -2.005, -0.725], [-0.764, -0.270, 2.890], [1.541, 0.316, -0.795], [0.761, -1.220, -0.102], [-0.622, 1.137, -0.165], [0.447, 0.363, 0.530], [-0.179, -1.954, 1.464], [0.498, 1.048, 0.545], [-1.575, 0.514, 0.528], [0.100, 2.166, 0.357], [-0.978, 0.523, -1.615], [0.153, 0.187, -0.287], [1.322, -0.068, -0.412], [-0.720, 0.723, -1.444], [0.593, -1.137, -0.148]],
  "mulliken_charge": [-0.41, -0.49, -0.41, -0.81, 0.25, 0.07, -0.29, 0.47, 0.32, 0.32, 0.28, 0.21, 0.31, 0.32, 0.25, 0.18, 0.44]
}


[3]
{
  "formula": "C2H3ClNOP",
  "method": "ωB97M-V/def2-TZVPD",
  "e_above_lowest_kj_mol": 381.3,
  "total_charge": 0,
  "homo_lumo_gap_ha": [0.222, 0.380],
  "elements": ["C", "C", "N", "O", "P", "Cl", "H", "H", "H"],
  "positions_angstrom": [[-0.945, -1.610, 1.463], [1.897, 1.813, -0.809], [-0.459, -1.947, 2.440], [-1.517, -2.255, -1.103], [-1.379, -1.119, -0.185], [-3.151, -0.282, 0.287], [1.275, 1.652, -1.635], [1.376, 2.117, 0.147], [2.904, 1.632, -0.605]],
  "atomic_forces_ev_per_a": [[0.286, 0.008, -0.748], [-1.741, 1.032, 3.244], [0.304, -0.239, 0.997], [0.317, -0.340, -0.405], [-0.742, 0.207, 0.301], [-0.122, 0.391, -0.150], [-0.137, -0.315, -1.245], [0.388, -0.263, -1.328], [1.446, -0.481, -0.666]],
  "mulliken_charge": [0.26, -0.86, -0.24, -0.44, 0.56, -0.15, 0.34, 0.23, 0.31]
}


[4]
{
  "formula": "CH12N2O4",
  "method": "ωB97M-V/def2-TZVPD",
  "e_above_lowest_kj_mol": 338.1,
  "total_charge": 0,
  "homo_lumo_gap_ha": 0.387,
  "smiles": "[H]/N=C/N.O.O.O.O",
  "elements": ["N", "C", "N", "H", "H", "H", "H", "H", "H", "O", "H", "H", "O", "H", "H", "O", "H", "H", "O"],
  "positions_angstrom": [[0.697, -1.390, -1.127], [1.800, -0.704, -0.584], [1.704, -0.377, 0.646], [0.049, -1.726, -0.507], [0.765, -2.074, -1.884], [2.628, -0.349, -1.185], [2.118, 0.260, 1.359], [-3.899, -0.096, -2.044], [-2.430, -0.177, -1.470], [-3.149, 0.462, -1.752], [1.950, 3.177, 1.308], [0.497, 2.921, 0.818], [1.111, 3.544, 0.822], [-0.867, 1.470, -0.350], [-0.315, 0.298, 0.373], [-0.924, 0.563, -0.216], [-0.001, -1.429, 1.709], [-1.068, -2.496, 1.866], [-0.666, -1.877, 2.218]],
  "atomic_forces_ev_per_a": [[3.239, 0.150, -2.447], [-1.077, 0.369, 1.591], [-1.465, -0.122, 1.287], [-1.656, -0.436, 2.155], [0.702, 0.814, 0.125], [-0.107, -0.431, -0.770], [0.579, -0.851, -2.104], [0.719, 0.491, 0.257], [-1.186, 1.286, -0.305], [0.310, -1.630, -0.026], [-2.714, 0.951, -1.464], [-4.138, -4.536, 0.210], [6.873, 3.608, 1.302], [0.070, 2.362, -0.357], [3.627, -1.247, 3.327], [-3.997, -0.780, -2.824], [0.618, -0.056, -0.736], [-5.645, -9.104, -5.731], [5.247, 9.164, 6.512]],
  "mulliken_charge": [-0.34, 0.03, -0.59, 0.10, 0.25, 0.40, 0.16, 0.30, 0.32, -0.63, 0.32, 0.28, -0.61, 0.24, 0.29, -0.52, 0.40, 0.23, -0.62]
}


Please write out number 1 again, unchanged.
{
  "formula": "C6H7NOS",
  "method": "ωB97M-V/def2-TZVPD",
  "e_above_lowest_kj_mol": 526.9,
  "total_charge": 0,
  "homo_lumo_gap_ha": 0.301,
  "smiles": "C#[N+][S-].C=C=C=O.C=C",
  "elements": ["C", "C", "C", "C", "C", "C", "N", "O", "S", "H", "H", "H", "H", "H", "H", "H"],
  "positions_angstrom": [[-4.145, 1.882, 0.612], [0.168, 1.337, 0.550], [1.215, 1.430, -0.207], [1.715, 2.066, -1.267], [2.101, -3.140, 0.382], [0.839, -3.171, 0.635], [-3.667, 2.295, -0.400], [-0.476, 1.217, 1.551], [-3.027, 2.901, -1.693], [-4.502, 1.029, 1.108], [1.096, 2.683, -1.923], [2.889, 2.055, -1.358], [2.519, -3.814, -0.286], [2.641, -2.309, 0.698], [0.499, -2.447, 1.381], [0.135, -4.013, 0.216]],
  "atomic_forces_ev_per_a": [[1.647, 1.507, -3.496], [-1.288, -0.251, 3.559], [0.413, 0.520, -1.493], [2.055, -0.244, 1.031], [0.315, 0.166, -0.745], [-3.317, -1.618, 0.558], [-1.597, -1.442, 3.488], [0.940, 0.120, -2.736], [0.384, 0.454, -0.690], [-0.360, -0.527, 0.714], [0.333, -0.251, -0.055], [-2.521, 0.089, -0.321], [1.047, -1.149, -1.091], [1.276, 1.004, 0.728], [-0.663, -0.263, -0.483], [1.335, 1.885, 1.031]],
  "mulliken_charge": [-0.05, 0.77, -0.35, -0.46, -0.54, -0.39, -0.09, -0.43, -0.16, 0.31, 0.27, 0.20, 0.27, 0.24, 0.22, 0.19]
}